Molecular formula: C9H28GaNO2P2S
Method: DFT, the ωB97M-V functional and the def2-TZVPD basis

The geometry in ORCA input format:
```
! wB97M-V def2-TZVPD RIJCOSX def2/J DEFGRID3
* xyz 0 1
C -1.37928 0.51956 -2.96102
P -1.66505 2.27332 -3.48818
O -1.80722 2.26039 -5.15419
Ga -3.83725 2.68105 -2.64449
P -5.16378 0.80435 -3.30974
S -5.13169 0.36613 -5.24490
H -2.01480 0.32220 -2.10226
H -1.66995 -0.18212 -3.73532
H -0.35153 0.35164 -2.65372
H -1.25920 2.97206 -5.51271
H -4.43821 4.05904 -3.13495
H -3.68439 2.56413 -1.03825
H -4.61678 -0.30261 -2.61220
H -6.47636 0.83661 -2.77764
C 3.84625 -0.28540 1.60037
C 2.67862 -1.02422 0.98175
N 1.66282 -1.57012 1.95968
C 2.34630 -2.59299 2.81424
C 0.59845 -2.34391 1.20423
C -0.30004 -1.56796 0.26060
C 1.09418 -0.54495 2.92116
C 0.44773 0.71008 2.36214
O 1.37968 1.48770 1.65519
C 0.87319 2.12152 0.47586
H 4.45247 -0.92213 2.24396
H 4.48986 0.05750 0.79227
H 3.53514 0.59193 2.15926
H 3.03899 -1.89519 0.43311
H 2.14818 -0.39015 0.28167
H 2.79266 -3.34047 2.16546
H 1.60321 -3.05035 3.46066
H 3.10562 -2.10896 3.41639
H 0.00115 -2.84846 1.96194
H 1.15057 -3.10162 0.65055
H -1.12545 -1.09367 0.78333
H -0.75666 -2.26997 -0.43566
H 0.22111 -0.82387 -0.33752
H 1.92171 -0.25912 3.56644
H 0.36503 -1.08940 3.52100
H 0.09368 1.27745 3.23193
H -0.43028 0.48523 1.76242
H -0.21612 2.14909 0.45939
H 1.22382 1.57866 -0.40767
H 1.25362 3.13799 0.42543
*
```

As for the maximum force: 1.02 eV/Å. As for the HOMO energy: -0.204 Eh. The LUMO energy comes out at -0.8760 eV. As for the energy: -3570.4711 a.u.


Molecular formula: C9H28O15S2V
Method: DFT, the ωB97M-V functional and the def2-TZVPD basis

The geometry in ORCA input format:
```
! wB97M-V def2-TZVPD RIJCOSX def2/J DEFGRID3
* xyz -3 1
O 0.49477 -0.24100 -0.07426
V 0.71663 1.30082 0.46297
O -0.68380 1.76850 1.11087
S 1.99368 4.02163 2.04746
O 1.69216 5.39959 1.83565
O 1.16162 3.50074 3.13640
O 1.64716 3.19952 0.89006
O 3.32272 3.76541 2.46048
S 2.73901 0.51120 3.25887
O 1.72452 0.65860 2.22233
O 2.77063 -0.76422 3.98373
O 4.04320 0.93781 2.72629
O 2.54467 1.55660 4.26578
C -1.16199 1.70650 -2.07455
O 0.11041 2.03765 -1.67339
H -1.85590 2.54067 -1.97083
H -1.08312 1.30935 -3.08655
H -1.58896 0.94412 -1.42296
H 0.44829 2.73181 -2.24399
C 0.43446 -2.64714 2.45763
O 1.56818 -3.04013 3.14328
H 0.06751 -1.74561 2.94824
H 0.62607 -2.41391 1.41026
H -0.26785 -3.48034 2.48281
H 2.14199 -2.29169 3.32270
C -3.98237 1.81778 0.58302
O -4.63423 2.11783 -0.65928
H -3.04914 1.28632 0.39664
H -3.84781 2.70857 1.19660
H -4.66917 1.16399 1.12057
H -5.51746 2.40865 -0.42067
C -2.56836 -1.96067 -0.17229
C -3.01005 -3.14711 -1.09757
C -4.20328 -3.93679 -0.59272
O -3.21946 -2.46239 -2.30301
H -3.37006 -1.22332 -0.13124
H -1.66589 -1.50254 -0.57700
H -2.42898 -2.37352 0.82682
H -2.12996 -3.78080 -1.20701
H -4.03888 -4.53954 0.30045
H -4.62051 -4.47407 -1.44440
H -4.95795 -3.20594 -0.30215
H -3.72136 -1.67786 -2.07015
C 4.43879 0.95144 -2.41546
C 3.04169 0.50843 -2.07057
C 2.88965 -1.01643 -2.31408
O 2.86856 0.85606 -0.72630
H 4.68290 0.89938 -3.47649
H 5.20169 0.32614 -1.95168
H 4.57317 1.97359 -2.06152
H 2.27449 0.97973 -2.68489
H 3.55674 -1.69447 -1.78177
H 2.97430 -1.33850 -3.35196
H 1.92453 -1.31317 -1.90349
H 3.60242 0.38250 -0.32782
*
```

As for the maximum force: 8.57 eV/Å. For the energy relative to the best compared isomer or geometry (same formula, charge and spin), the calculation gives 0.0 kcal per mole. As for the HOMO energy: 0.119 Eh. The LUMO energy comes out at 5.4760 eV. As for the energy: -3228.5013 a.u.


Molecular formula: C9H29BN2O4V
Method: DFT, the ωB97M-V functional and the def2-TZVPD basis

The geometry in ORCA input format:
```
! wB97M-V def2-TZVPD RIJCOSX def2/J DEFGRID3
* xyz 0 2
O 2.82338 -19.80006 4.32745
V 2.88822 -20.40066 2.82663
B 0.54182 -19.83551 2.58717
H 0.84874 -20.77383 3.02260
H 0.66219 -19.00658 3.26733
H 1.07393 -19.69475 1.65912
H -0.52563 -19.81772 2.43075
C 6.30385 -21.29387 3.63202
O 5.12303 -20.84881 2.96478
H 7.28083 -21.15627 3.16868
H 6.43583 -20.97882 4.66712
H 6.33368 -22.38133 3.70007
C 2.00936 -23.85595 0.33260
C 1.99743 -22.88628 1.47441
C 2.61930 -23.38887 2.72972
O 2.54956 -22.41702 3.78867
C 3.02237 -22.91955 4.99822
N 2.75291 -21.72831 0.99692
H 1.78198 -24.82370 0.77965
H 3.01970 -23.85607 -0.07645
H 1.32671 -23.55988 -0.46390
H 0.93978 -22.73540 1.69054
H 3.63468 -23.71895 2.51030
H 2.02235 -24.24778 3.03634
H 2.75010 -22.25536 5.81848
H 4.09404 -23.11115 5.05216
H 2.50052 -23.85274 5.21019
H 2.25890 -21.53445 0.13757
H 3.61563 -22.13331 0.66257
C 2.87677 -18.24082 -0.43768
C 3.96457 -18.01294 0.63483
C 4.46864 -16.58877 0.55409
O 5.58759 -16.34753 1.39377
C 6.04023 -15.00613 1.41122
N 3.41904 -18.30354 1.92161
H 2.03820 -17.57080 -0.24802
H 2.46584 -19.24970 -0.47486
H 3.18214 -18.01025 -1.45831
H 4.74715 -18.76869 0.56766
H 3.65907 -15.90220 0.80169
H 4.75469 -16.30999 -0.46009
H 6.88836 -14.93236 2.09191
H 5.30357 -14.24763 1.67603
H 6.41074 -14.81375 0.40434
H 4.02419 -17.89848 2.62148
H 2.58912 -17.72860 1.89347
*
```

As for the maximum force: 5.77 eV/Å. The expectation value of S² is 0.80. As for the HOMO energy (spin up / spin down): -0.287 / -0.288 Eh. The LUMO energy (spin up / spin down) comes out at 0.1797 / 0.3552 eV. As for the energy: -1739.4695 a.u.


Molecular formula: C9H30CsN6O10S
Method: DFT, the ωB97M-V functional and the def2-TZVPD basis

The geometry in ORCA input format:
```
! wB97M-V def2-TZVPD RIJCOSX def2/J DEFGRID3
* xyz -1 1
Cs -13.27491 -20.58184 14.00745
S -10.28218 -17.96749 18.53615
O -9.02779 -18.70014 18.84836
O -10.98937 -17.50824 19.72991
O -9.82413 -16.81713 17.72084
O -11.18485 -18.81951 17.79755
C -8.97327 -11.48921 17.42233
O -7.85066 -11.66333 17.86896
N -9.33530 -10.47762 16.78139
N -9.96027 -12.29940 17.33185
H -8.79379 -9.62959 16.69375
H -10.32495 -10.48159 16.57967
H -10.85088 -12.06681 16.91613
H -9.71923 -13.27318 17.44903
C -15.32372 -15.93298 18.94647
O -16.36431 -15.55400 18.47563
N -15.13296 -17.12050 19.36433
N -14.22101 -15.29494 19.04462
H -15.80112 -17.85759 19.19007
H -14.23572 -17.46145 19.67867
H -14.22237 -14.31377 18.80503
H -13.36088 -15.75008 19.31504
C -4.89716 -16.42227 17.09853
O -3.76141 -16.10915 17.02557
N -5.84249 -15.65237 17.46427
N -5.28043 -17.60192 16.87941
H -5.71464 -14.66653 17.64280
H -6.72296 -16.09147 17.23611
H -4.46891 -18.19402 16.77479
H -6.17017 -17.83169 17.29855
C -13.46525 -20.43818 24.96581
C -12.80296 -19.71362 23.77623
O -12.19141 -18.49997 24.03604
H -14.04447 -21.25498 24.53517
H -14.09779 -19.74858 25.52479
H -12.61166 -20.76690 25.55862
H -13.63057 -19.52365 23.09280
H -12.12018 -20.30269 23.16393
H -12.01783 -18.20803 23.13813
C -8.21422 -15.39882 11.73141
C -9.75684 -15.58274 12.05934
O -9.96441 -16.60208 12.94712
H -7.68501 -14.89475 12.54008
H -7.92802 -15.03432 10.74483
H -7.70344 -16.36171 11.73788
H -10.21458 -15.82854 11.10114
H -10.25669 -14.66177 12.35945
H -9.80546 -16.42164 13.87652
C -3.74382 -18.95931 23.34144
C -4.39833 -19.64168 22.14095
O -5.58008 -18.93298 21.91435
H -4.45272 -19.03118 24.16630
H -3.52458 -17.91912 23.10053
H -2.81686 -19.39961 23.70883
H -4.57710 -20.69085 22.37630
H -3.70185 -19.72015 21.30617
H -6.07687 -19.23647 21.15101
*
```

As for the maximum force: 9.34 eV/Å. For the energy relative to the best compared isomer or geometry (same formula, charge and spin), the calculation gives 3.1 kcal per mole. As for the HOMO energy: -0.101 Eh. The LUMO energy comes out at -0.2392 eV. As for the energy: -1860.1274 a.u.


Please write out number 1 again, unchanged.
Molecular formula: C9H28GaNO2P2S
Method: DFT, the ωB97M-V functional and the def2-TZVPD basis

The geometry in ORCA input format:
```
! wB97M-V def2-TZVPD RIJCOSX def2/J DEFGRID3
* xyz 0 1
C -1.37928 0.51956 -2.96102
P -1.66505 2.27332 -3.48818
O -1.80722 2.26039 -5.15419
Ga -3.83725 2.68105 -2.64449
P -5.16378 0.80435 -3.30974
S -5.13169 0.36613 -5.24490
H -2.01480 0.32220 -2.10226
H -1.66995 -0.18212 -3.73532
H -0.35153 0.35164 -2.65372
H -1.25920 2.97206 -5.51271
H -4.43821 4.05904 -3.13495
H -3.68439 2.56413 -1.03825
H -4.61678 -0.30261 -2.61220
H -6.47636 0.83661 -2.77764
C 3.84625 -0.28540 1.60037
C 2.67862 -1.02422 0.98175
N 1.66282 -1.57012 1.95968
C 2.34630 -2.59299 2.81424
C 0.59845 -2.34391 1.20423
C -0.30004 -1.56796 0.26060
C 1.09418 -0.54495 2.92116
C 0.44773 0.71008 2.36214
O 1.37968 1.48770 1.65519
C 0.87319 2.12152 0.47586
H 4.45247 -0.92213 2.24396
H 4.48986 0.05750 0.79227
H 3.53514 0.59193 2.15926
H 3.03899 -1.89519 0.43311
H 2.14818 -0.39015 0.28167
H 2.79266 -3.34047 2.16546
H 1.60321 -3.05035 3.46066
H 3.10562 -2.10896 3.41639
H 0.00115 -2.84846 1.96194
H 1.15057 -3.10162 0.65055
H -1.12545 -1.09367 0.78333
H -0.75666 -2.26997 -0.43566
H 0.22111 -0.82387 -0.33752
H 1.92171 -0.25912 3.56644
H 0.36503 -1.08940 3.52100
H 0.09368 1.27745 3.23193
H -0.43028 0.48523 1.76242
H -0.21612 2.14909 0.45939
H 1.22382 1.57866 -0.40767
H 1.25362 3.13799 0.42543
*
```

As for the maximum force: 1.02 eV/Å. As for the HOMO energy: -0.204 Eh. The LUMO energy comes out at -0.8760 eV. As for the energy: -3570.4711 a.u.